Formula: C69H75BrGeN2O2P2SiTa
Source: the OMol25 dataset
Level of theory: the ωB97M-V functional and the def2-TZVPD basis

```
154
Properties=species:S:1:pos:R:3:forces:R:3
Ta 0.189012 -0.159605 -0.294362 0.689 0.808 -0.138
C -3.097324 -0.537361 2.092701 -0.169 -0.124 -0.167
Si -1.254100 -0.236333 2.054173 0.088 -0.232 -0.262
C -0.739019 -1.662957 3.178219 0.046 0.244 0.357
C -0.996577 -1.580042 4.556320 0.018 -0.108 0.028
C -0.968479 -2.707002 5.358391 0.003 0.029 -0.050
C -0.712723 -3.955254 4.794291 -0.014 0.026 -0.033
C -0.432460 -4.050746 3.445456 0.055 0.001 0.024
C -0.416628 -2.899503 2.650353 -0.033 -0.217 -0.019
P 0.289437 -2.931194 0.979406 0.198 0.285 0.122
C 2.019783 -3.298253 1.475336 -0.047 -0.154 -0.136
C 2.831801 -4.132258 0.712538 0.123 0.103 -0.078
C 4.152691 -4.364786 1.067263 -0.012 -0.011 0.002
C 4.680866 -3.765143 2.199196 -0.009 0.003 0.041
C 3.878639 -2.934855 2.969911 -0.017 0.014 -0.064
C 2.558292 -2.701844 2.613724 0.035 0.094 0.035
C -0.358246 -4.482824 0.292359 -0.117 0.010 -0.169
C -1.569094 -4.420567 -0.394056 -0.031 -0.092 0.127
C -2.199436 -5.577983 -0.823136 0.004 0.058 0.011
C -1.612452 -6.812738 -0.590524 0.047 -0.015 0.024
C -0.406034 -6.885750 0.092527 -0.051 -0.009 -0.027
C 0.215652 -5.729778 0.540512 -0.032 -0.035 0.037
C -1.015364 1.284019 3.123567 -0.192 0.108 0.049
C -1.990901 1.643475 4.067394 0.086 0.047 0.068
C -1.747429 2.632976 5.002610 0.012 -0.019 -0.016
C -0.519072 3.291761 5.019223 -0.039 -0.032 0.018
C 0.443913 2.964927 4.086182 -0.044 0.062 -0.052
C 0.187029 1.968444 3.139392 0.042 0.140 -0.019
P 1.410960 1.628290 1.838032 -0.453 0.074 -0.082
C 2.861861 1.142134 2.833879 0.086 -0.121 -0.027
C 4.173404 1.227289 2.364329 0.002 -0.109 0.106
C 5.239949 0.883801 3.184020 -0.046 0.024 -0.046
C 5.010925 0.445122 4.478939 0.004 -0.026 0.042
C 3.709601 0.322456 4.944151 -0.012 -0.093 -0.042
C 2.641022 0.654635 4.124462 0.043 0.079 0.046
C 1.632852 3.368350 1.314231 0.139 -0.074 -0.086
C 2.715349 4.164741 1.666715 0.039 0.001 0.069
C 2.721152 5.516006 1.340298 0.007 -0.024 -0.014
C 1.652993 6.074345 0.654996 -0.023 -0.022 -0.026
C 0.566735 5.281342 0.301680 0.061 0.001 0.003
C 0.557419 3.937552 0.635786 0.036 0.074 0.002
H -3.322840 -0.859647 3.112543 -0.036 -0.012 -0.028
H -3.408442 -1.341139 1.428491 -0.040 -0.065 -0.070
H -3.688597 0.342710 1.858368 -0.055 0.036 -0.001
H -1.241484 -0.624904 5.004688 0.013 0.011 0.002
H -1.164826 -2.620109 6.419788 -0.005 -0.012 -0.013
H -0.721755 -4.846689 5.408405 0.007 0.022 0.000
H -0.207181 -5.019666 3.018446 0.016 0.022 -0.035
H 2.434085 -4.613164 -0.163484 0.015 0.004 -0.055
H 4.763845 -5.020968 0.459650 -0.019 0.003 0.012
H 5.705668 -3.956665 2.490301 -0.002 0.031 -0.016
H 4.280150 -2.464916 3.854686 0.021 0.055 0.087
H 1.949452 -2.055032 3.233410 -0.002 -0.009 0.021
H -2.032800 -3.462207 -0.585971 0.034 0.036 -0.022
H -3.145120 -5.511395 -1.345497 0.012 0.006 -0.005
H -2.095004 -7.718057 -0.935491 -0.001 0.010 0.008
H 0.050796 -7.846683 0.289963 -0.004 0.000 -0.011
H 1.140564 -5.811815 1.095299 -0.082 -0.020 -0.010
H -2.949637 1.140438 4.076301 0.002 -0.004 -0.013
H -2.514698 2.897136 5.719858 0.018 0.003 -0.004
H -0.322761 4.063779 5.752211 -0.011 -0.008 -0.009
H 1.390855 3.492567 4.081611 -0.021 -0.008 -0.008
H 4.375522 1.572358 1.365227 0.038 0.044 -0.038
H 6.252162 0.974131 2.811400 -0.015 -0.008 -0.011
H 5.844457 0.196763 5.123511 -0.010 0.000 -0.005
H 3.521239 -0.031607 5.949851 -0.001 0.008 -0.011
H 1.632550 0.569718 4.509900 0.051 -0.051 -0.008
H 3.548114 3.749143 2.220159 0.003 -0.012 -0.021
H 3.562823 6.132099 1.629664 -0.004 -0.008 -0.009
H 1.664008 7.125831 0.399305 -0.004 -0.003 0.001
H -0.273543 5.707588 -0.232183 0.006 -0.005 0.015
H -0.303908 3.332958 0.387132 0.017 -0.037 -0.054
C -3.564018 4.832485 -0.333197 0.006 -0.010 -0.055
C -3.350403 3.634419 0.596025 -0.055 -0.031 0.037
C -3.609571 4.039833 2.046602 -0.030 0.101 -0.034
C -4.210552 2.451766 0.176209 0.011 -0.054 0.096
C -5.587524 2.554108 0.351041 0.000 -0.045 0.038
C -6.438922 1.532621 -0.027998 0.012 0.024 -0.044
C -5.914301 0.403045 -0.629554 -0.062 -0.008 0.056
C -4.547500 0.253028 -0.828988 0.042 -0.081 -0.016
C -4.058884 -0.935538 -1.640189 0.023 -0.024 0.019
C -4.557415 -2.294257 -1.128806 -0.023 0.040 -0.032
C -4.471523 -0.745148 -3.104936 -0.100 0.043 0.007
C -3.693051 1.272527 -0.390969 0.008 0.123 0.025
N -2.263018 1.188571 -0.622957 0.016 0.070 0.277
C -1.915303 1.932495 -1.602368 -0.080 0.009 -0.158
C -0.603592 2.189167 -2.058104 0.135 -0.033 0.069
C -0.394794 3.053378 -3.107346 -0.080 0.083 -0.104
C 0.976026 3.179598 -3.241721 0.190 -0.059 0.096
C 1.588457 2.408405 -2.258539 -0.106 -0.014 -0.043
N 0.605761 1.732268 -1.513319 0.196 -0.286 0.040
C 3.124787 2.514424 -2.166287 -0.105 0.043 -0.051
C 3.762788 2.036623 -0.862982 0.026 0.034 0.082
C 3.500119 4.007921 -2.302649 -0.022 0.007 -0.017
C 3.766805 1.778854 -3.351969 -0.018 0.064 -0.051
H -2.926979 5.667528 -0.033090 -0.015 -0.009 0.011
H -4.600778 5.173264 -0.295767 0.010 -0.010 0.002
H -3.335250 4.586273 -1.372488 -0.002 0.010 0.013
H -2.305068 3.346882 0.521913 0.073 -0.098 0.033
H -4.618983 4.436536 2.174904 0.037 0.015 -0.001
H -2.905366 4.816377 2.355356 -0.013 -0.015 -0.011
H -3.491719 3.194149 2.717731 -0.017 -0.049 0.033
H -5.999323 3.454743 0.790732 0.005 -0.022 -0.019
H -7.507419 1.630847 0.113086 0.008 -0.007 0.008
H -6.586004 -0.373762 -0.974930 0.004 0.018 0.008
H -2.972916 -0.924097 -1.602742 -0.039 -0.068 0.035
H -4.472225 -3.045273 -1.918795 0.044 0.004 0.019
H -5.604263 -2.257752 -0.824949 0.009 -0.023 -0.060
H -3.985520 -2.654612 -0.274557 -0.031 0.075 0.110
H -5.559642 -0.742223 -3.201566 0.001 0.010 0.017
H -4.080613 -1.554592 -3.725615 -0.042 0.047 0.021
H -4.098156 0.201214 -3.501784 -0.041 -0.016 0.020
H -2.684292 2.452966 -2.180321 0.021 0.013 0.017
H -1.169597 3.543879 -3.678662 0.015 -0.020 0.029
H 1.486472 3.801065 -3.954768 0.010 0.000 -0.020
H 3.018985 1.673466 -0.166683 -0.030 0.032 0.076
H 4.284345 2.858987 -0.375930 0.004 0.003 0.062
H 4.492471 1.244023 -1.037546 -0.034 -0.036 0.053
H 2.975722 4.611349 -1.561831 -0.022 0.022 0.055
H 3.281594 4.405003 -3.290761 -0.003 0.019 -0.022
H 4.574856 4.116124 -2.141398 -0.020 -0.017 -0.007
H 3.753094 0.705707 -3.203016 -0.057 -0.044 -0.048
H 4.809656 2.091412 -3.453888 -0.017 -0.036 0.032
H 3.249028 1.999765 -4.286116 0.031 0.033 0.012
Br -1.784297 -4.476620 -4.262197 -0.005 -0.021 0.010
C -1.821356 -2.663554 -4.787938 0.009 -0.084 -0.022
C -2.375601 -2.388727 -6.028042 -0.036 0.043 -0.061
C -2.467777 -1.080115 -6.477446 -0.007 -0.012 -0.018
C -2.016317 -0.035054 -5.685125 0.040 -0.033 0.028
C -1.483689 -0.311539 -4.440499 0.046 -0.073 -0.078
C -1.368889 -1.624197 -3.976663 -0.035 0.322 0.123
C -0.734948 -1.838908 -2.653857 -0.159 0.518 -0.034
O -0.178128 -2.833569 -2.299234 0.048 -0.110 0.072
O -0.817791 -0.741820 -1.819697 0.501 -1.203 0.024
H -2.738162 -3.205713 -6.635673 0.006 0.006 -0.008
H -2.895246 -0.882251 -7.451904 -0.003 -0.010 0.012
H -2.081816 0.987615 -6.032585 0.001 -0.014 0.008
H -1.128907 0.495748 -3.816386 0.009 0.003 0.012
C 2.509679 -3.841362 -2.482996 -0.043 -0.117 0.044
Ge 2.722035 -1.917238 -2.243165 0.271 0.123 0.017
C 1.994452 -1.059784 -3.846262 -0.129 0.055 -0.049
C 4.665153 -1.653238 -2.227741 0.096 -0.035 0.045
C 2.185826 -0.900425 -0.575642 -1.140 0.130 -0.177
H 2.437362 -3.987064 -3.563471 0.006 -0.013 0.015
H 1.616938 -4.269989 -2.035876 0.043 -0.010 -0.025
H 3.404567 -4.352347 -2.128936 -0.021 -0.039 -0.008
H 2.825257 -0.805149 -4.503876 -0.027 0.009 -0.040
H 1.436336 -0.144502 -3.639465 0.031 0.016 -0.026
H 1.345581 -1.753843 -4.381459 0.028 0.005 0.026
H 5.098220 -2.106267 -3.122864 0.003 0.012 0.032
H 5.106815 -2.135482 -1.352137 -0.036 -0.008 -0.024
H 4.941407 -0.599940 -2.211621 0.057 -0.071 0.014
H 2.810922 -0.024479 -0.738228 -0.051 0.047 -0.093
H 2.596201 -1.427472 0.279441 0.162 -0.058 0.113
```
Positions in Å, forces in eV/Å.

Computed properties:
E_HOMO ... -10.10 eV
Net charge ... +1
Gap between HOMO and LUMO ... 6.7 eV
E_LUMO ... -3.4395 eV
ΔE to the lowest compared entry with this formula, charge and spin ... 0.0 kJ/mol

Atom charges from the Mulliken analysis, given in e for atoms 1 to 99: Ta 1.159; C -1.535; Si 0.827; C 0.872; C -0.413; C -0.869; C -0.989; C -0.753; C -0.251; P 2.622; C 0.034; C -0.467; C -1.507; C -1.071; C -0.656; C -0.267; C 0.398; C -0.028; C -0.237; C -0.943; C -0.916; C -0.482; C 1.201; C -0.151; C -0.725; C -1.200; C -0.234; C -0.975; P 1.355; C 0.920; C -0.216; C -0.952; C -0.838; C -0.782; C -0.882; C 0.764; C -0.066; C -0.778; C -1.039; C -0.030; C -0.056; H 0.979; H -0.229; H 0.319; H 0.296; H 0.472; H 0.434; H 0.433; H 0.902; H 0.477; H 0.424; H 0.580; H 0.225; H -0.648; H 0.578; H 0.428; H 0.452; H 0.600; H 0.400; H 0.459; H 0.442; H 0.553; H 0.440; H 0.526; H 0.418; H 0.486; H 0.339; H 0.436; H 0.437; H 0.411; H 0.454; H -0.736; C -1.717; C 1.806; C -1.661; C 1.279; C -0.354; C -1.580; C -0.536; C 1.249; C 2.207; C -1.672; C -1.824; C -1.629; N 1.242; C -1.193; C 1.047; C -2.135; C -1.584; C -0.799; N 1.184; C 2.787; C -1.227; C -1.879; C -1.639; H 0.425; H 0.384; H 0.303; H -1.190